1.
The following is a DFT calculation (ωB97M-V/def2-TZVPD) of the molecule C2H4ClFO.

Atoms and positions in Å:
C -0.00652 -0.16018 -0.52904
C 0.14900 -1.25629 1.63874
O 0.68775 -1.14560 0.11226
F -1.18791 -1.45977 1.49966
Cl 0.98771 -2.66799 2.11812
H 0.19447 -0.26258 -1.62341
H 0.03702 0.88192 -0.20646
H -1.01085 -0.37591 -0.44525
H 0.57082 -0.51110 2.23864

HOMO-LUMO gap (alpha / beta) = 4.9 / 7.5 eV
⟨S²⟩ = 2.0070
spin multiplicity = 3
molecular weight = 98.50 g mol⁻¹

Atom-resolved charges from Mulliken, all expressed in e:
1. C -0.69
2. C -0.23
3. O -0.04
4. F -0.26
5. Cl -0.20
6. H 0.26
7. H 0.39
8. H 0.38
9. H 0.39


2.
The following is a DFT calculation (ωB97M-V/def2-TZVPD) of C21H30Br2ClHfIN3O5P as an isolated structure.

Atoms and positions in Å:
C -3.17826 0.33792 -2.57125
C -3.09578 0.04870 -1.24680
C -2.02634 -0.83138 -0.69251
C -2.80673 -2.22188 -0.49803
C -4.16101 -2.04284 0.16471
O -5.16976 -2.13329 -0.48460
Cl -4.26776 -1.67722 1.88312
O -1.55925 -0.22714 0.45360
C -0.19411 -0.16939 0.78705
C 0.39347 -1.59887 1.12743
I 0.85346 -2.84185 -0.57446
C -0.46750 -2.38690 2.15106
C -0.13212 -3.87459 2.28260
C -0.17673 0.54917 2.18343
Br 0.33329 2.43083 2.16757
C -1.56079 0.50544 2.90212
C -2.55405 1.60560 2.53541
Br -1.07052 0.80345 4.79539
C 0.66730 0.51818 -0.29423
C 0.09629 1.90626 -0.66011
C 0.88791 3.02657 -0.68905
C 0.34130 4.24712 -0.99143
C -0.98680 4.25108 -1.28671
C -1.68316 3.07176 -1.27741
N -1.19199 1.88746 -0.96123
N 2.14536 0.37024 -0.28126
C 2.81048 0.42957 -1.62697
C 3.67519 -0.78911 -1.97767
C 3.30459 -1.57657 -3.26251
N 2.00827 -1.46178 -3.88596
O 4.13618 -2.31923 -3.72253
P 3.04663 0.71462 1.03513
O 4.37509 1.84328 0.65788
O 4.03265 -0.65229 1.51847
H -3.66871 1.25573 -2.86921
H -2.81487 -0.30708 -3.36130
H -3.83881 0.48181 -0.58962
H -1.34029 -1.00153 -1.51434
H -3.03068 -2.55214 -1.50319
H -2.18364 -2.98882 -0.05193
H 1.33153 -1.45509 1.64036
H -0.21642 -1.97494 3.12553
H -1.53145 -2.24448 2.02932
H -0.69273 -4.49794 1.59996
H -0.45403 -4.16044 3.27697
H 0.93263 -4.05941 2.25600
H 0.49548 0.06444 2.86757
H -1.99863 -0.47983 2.89867
H -2.48908 1.89819 1.49500
H -3.55496 1.21145 2.68274
H -2.46965 2.45497 3.18942
H 0.41764 -0.00848 -1.21164
H 1.93804 2.98839 -0.47754
H 0.92338 5.14834 -1.01331
H -1.49220 5.16352 -1.54766
H -2.71878 3.10425 -1.56918
H 3.47078 1.29240 -1.62379
H 2.10068 0.64533 -2.40988
H 4.71061 -0.51534 -2.13403
H 3.67849 -1.50340 -1.15869
H 2.03679 -0.67329 -4.53225
H 1.32663 -1.17940 -3.18507
H 4.22177 2.55465 1.32999
H 4.24170 -1.22966 0.75005
Hf 5.84397 0.82491 1.95080

HOMO-LUMO gap = 2.8 eV
charge = +4
molecular weight = 936.12 g mol⁻¹

Atom-resolved charges from Mulliken, all expressed in e:
1. C -0.77
2. C -0.16
3. C 0.68
4. C -0.51
5. C 0.39
6. O -0.36
7. Cl -0.02
8. O -0.03
9. C 0.94
10. C -1.50
11. I 0.22
12. C 0.13
13. C -1.64
14. C -1.22
15. Br 0.19
16. C 0.12
17. C -0.97
18. Br 0.12
19. C -1.56
20. C -0.11
21. C -0.83
22. C -0.92
23. C -1.08
24. C -0.27
25. N 0.60
26. N 1.89
27. C -1.07
28. C -0.48
29. C 0.09
30. N -0.45
31. O -0.42
32. P 0.64
33. O -0.66
34. O -0.65
35. H 0.35
36. H 0.33
37. H 0.45
38. H -0.08
39. H 0.61
40. H 0.26
41. H 1.27
42. H 0.30
43. H -0.26
44. H 0.41
45. H 0.47
46. H 0.40
47. H 0.94
48. H 0.21
49. H 0.14
50. H 0.38
51. H 0.51
52. H 0.57
53. H 0.38
54. H 0.59
55. H 0.51
56. H 0.46
57. H 0.73
58. H 0.81
59. H 0.32
60. H 0.03
61. H 0.36
62. H 0.07
63. H 0.54
64. H 0.45
65. Hf 1.19


3.
The following is a DFT calculation (ωB97M-V/def2-TZVPD) of C24H26CeClN3 as an isolated structure.

Atoms and positions in Å:
C 0.17895 0.72854 -6.27055
C 1.54606 1.24907 -6.02431
C -0.12175 -0.71237 -6.07794
C -0.93828 1.70257 -6.32044
Cl 0.36869 2.57045 -1.66516
H -0.11537 -1.36269 -6.96955
H -1.13137 -0.80104 -5.64761
H 0.61822 -1.14901 -5.39158
H 2.17321 1.46150 -6.90135
H 2.11619 0.53454 -5.41915
H 1.47185 2.19946 -5.47329
H -1.22275 2.10361 -7.30837
H -0.68545 2.58417 -5.70663
H -1.85246 1.24469 -5.91216
C 2.29722 -1.33388 -0.30144
C 1.36653 -2.02870 -1.14528
C 1.45303 -1.47680 -2.45675
H 0.74175 -2.84836 -0.82702
C 2.49025 -0.49307 -2.45748
C 2.97093 -0.37543 -1.11512
H 3.70145 0.35219 -0.74756
H 2.55981 -1.62565 0.72130
H 0.91602 -1.81715 -3.33156
H 2.95876 -0.05602 -3.34344
C -2.72979 0.80135 -0.52382
C -2.31309 -0.32242 0.24273
C -1.93150 -1.37306 -0.66195
H -2.45043 -0.44793 1.31711
C -2.06917 -0.87017 -1.99769
C -2.63773 0.44379 -1.90927
H -3.07623 0.98246 -2.75252
H -3.03073 1.76863 -0.10665
H -1.65918 -2.38516 -0.36385
H -1.86468 -1.40709 -2.93062
Ce 0.10481 0.21678 -0.83408
N -0.16168 1.75530 10.29688
C -0.20760 1.40805 9.18102
C -0.18892 0.97389 7.81954
C -0.55623 1.84784 6.77585
C -0.43918 1.43106 5.45445
C -0.02784 0.13037 5.19643
C 0.30411 -0.75406 6.21726
C 0.21789 -0.31882 7.53084
N 0.12027 -0.30054 3.87717
C 0.25452 -1.62927 3.45649
C 0.23135 -1.61445 2.10083
N 0.18065 -0.27995 1.66681
C 0.08291 0.46991 2.76982
H -0.86846 2.86731 6.98918
H -0.72494 2.10306 4.64168
H 0.61429 -1.75783 5.97995
H 0.54361 -0.98514 8.31677
H 0.28956 -2.47759 4.11583
H 0.18796 -2.45796 1.41377
H -0.05609 1.53103 2.81248

HOMO-LUMO gap = 5.0 eV
charge = +2
molecular weight = 532.06 g mol⁻¹

Atom-resolved charges from Mulliken, all expressed in e:
1. C 1.07
2. C -0.90
3. C -0.82
4. C -1.11
5. Cl -0.38
6. H 0.38
7. H 0.29
8. H 0.14
9. H 0.38
10. H 0.13
11. H 0.37
12. H 0.35
13. H 0.37
14. H 0.33
15. C -0.21
16. C -1.17
17. C -0.43
18. H 0.70
19. C 0.11
20. C -1.23
21. H 0.45
22. H 0.58
23. H 0.66
24. H 0.45
25. C -0.98
26. C -0.16
27. C -0.72
28. H 0.55
29. C -0.63
30. C -0.15
31. H 0.49
32. H 0.44
33. H 0.63
34. H 0.56
35. Ce 1.14
36. N -0.43
37. C -0.02
38. C 0.42
39. C -1.06
40. C -0.43
41. C 1.98
42. C -0.51
43. C -1.00
44. N 0.36
45. C -0.23
46. C -1.18
47. N 0.18
48. C -0.48
49. H 0.44
50. H 0.22
51. H 0.30
52. H 0.45
53. H 0.45
54. H 0.48
55. H 0.39


- molecular weight of number 3 (C24H26CeClN3)?
  532.06 g mol⁻¹


- Which of these has the highest molecular weight?
  C21H30Br2ClHfIN3O5P


- Which formula does entry 1 have?
  C2H4ClFO


- Among the records above, which one has the lowest molecular weight?
  C2H4ClFO